ORCA calculation (ωB97M-V/def2-TZVPD) on an isolated molecule of C5H9N.

ΔE to the lowest compared entry with this formula, charge and spin = 277.7 kJ/mol
Molar mass = 83.13 g mol⁻¹
SMILES = C=C(N)/C=C/C
Kohn-Sham gap = 8.21 eV
E_tot = -6818.1164 eV

```
! RIJCOSX wB97M-V def2-TZVPD def2/J DEFGRID3
* xyz 0 1
C -0.583 -1.964 0.012
C 0.117 -0.935 0.543
N 1.012 -1.157 1.597
C -0.045 0.479 0.291
C -0.533 1.034 -0.898
C -0.052 2.339 -1.592
H -0.137 -2.819 0.344
H -1.569 -2.094 -0.411
H 1.403 -0.338 2.041
H 0.732 -1.872 2.342
H 0.126 1.172 1.058
H -1.348 0.491 -1.388
H 0.532 2.804 -0.818
H 0.594 1.954 -2.422
H -0.848 3.078 -2.057
*
```

ORCA calculation (ωB97M-V/def2-TZVPD) on a cluster of 16 separate species, C48H54F14O48 in total.

Molar mass = 1664.88 g mol⁻¹
Kohn-Sham gap = 9.85 eV
E_tot = -186968.1274 eV

```
! RIJCOSX wB97M-V def2-TZVPD def2/J DEFGRID3
* xyz 0 1
C -2.992 3.083 4.428
C -3.895 2.504 3.402
O -4.661 1.753 4.320
C -4.974 2.800 5.293
O -5.939 2.875 6.030
O -4.021 3.724 5.194
F -3.265 1.679 2.593
H -2.364 3.886 4.043
H -2.255 2.490 4.970
H -4.422 3.257 2.816
C 0.019 5.641 2.855
C 1.407 5.479 2.493
O 2.052 5.369 3.795
C 1.206 5.676 4.717
O 1.536 6.025 5.885
O 0.015 5.818 4.214
F 1.765 6.684 1.856
H -0.567 4.735 2.701
H -0.565 6.498 2.520
H 1.548 4.517 2.000
C -2.520 1.422 -5.640
C -2.079 1.919 -6.998
O -2.194 0.806 -7.840
C -3.050 -0.121 -7.253
O -3.550 -1.056 -7.876
O -3.331 0.293 -5.972
F -0.805 2.318 -7.143
H -3.017 2.234 -5.109
H -1.718 0.995 -5.038
H -2.749 2.696 -7.367
C -0.571 4.707 -2.068
C 0.699 5.435 -2.036
O 1.617 4.592 -2.829
C 0.815 3.969 -3.700
O 1.255 3.360 -4.649
O -0.440 4.113 -3.384
F 1.240 5.661 -0.751
H -1.459 5.295 -2.301
H -0.658 3.958 -1.281
H 0.464 6.467 -2.293
C -2.801 -4.501 -4.056
C -2.946 -3.067 -4.580
O -2.409 -3.215 -5.829
C -2.514 -4.471 -6.241
O -2.338 -4.860 -7.370
O -2.892 -5.123 -5.290
F -2.199 -2.443 -3.722
H -3.583 -4.683 -3.318
H -1.826 -4.771 -3.651
H -3.968 -2.698 -4.500
C 2.088 -4.255 -1.594
C 3.539 -3.872 -2.060
O 4.344 -4.699 -1.162
C 3.498 -5.326 -0.259
O 3.968 -6.004 0.639
O 2.218 -5.007 -0.462
F 3.972 -2.591 -2.106
H 1.552 -4.862 -2.324
H 1.374 -3.432 -1.633
H 3.739 -4.416 -2.983
C 4.633 2.179 4.879
C 4.739 0.702 4.619
O 6.081 0.489 5.073
C 6.819 1.644 5.158
O 8.091 1.708 5.295
O 5.939 2.688 5.137
F 4.607 0.507 3.312
H 3.987 2.267 5.752
H 4.118 2.774 4.125
H 3.964 0.100 5.094
C 5.648 -1.741 0.327
C 6.850 -0.819 0.375
O 7.534 -1.350 1.492
C 7.264 -2.594 1.602
O 7.950 -3.325 2.362
O 6.122 -2.866 0.945
F 6.591 0.470 0.470
H 5.501 -2.017 -0.717
H 4.842 -1.185 0.806
H 7.440 -0.887 -0.539
C 2.349 -0.264 -4.646
C 1.094 0.003 -5.418
O 0.539 -1.360 -5.565
C 1.401 -2.302 -5.131
O 1.204 -3.560 -5.126
O 2.504 -1.671 -4.666
F 1.505 0.446 -6.590
H 2.329 -0.007 -3.587
H 3.206 0.249 -5.082
H 0.528 0.724 -4.827
C -4.368 3.479 -1.046
C -3.220 2.490 -0.507
O -2.477 3.237 0.435
C -2.913 4.475 0.439
O -2.509 5.457 1.074
O -3.911 4.656 -0.427
F -2.562 2.018 -1.628
H -5.363 3.309 -0.636
H -4.379 3.632 -2.125
H -3.543 1.643 0.099
C -3.994 -3.403 4.564
C -4.324 -2.877 3.186
O -3.293 -3.363 2.389
C -2.262 -3.722 3.286
O -1.133 -4.124 2.965
O -2.650 -3.637 4.555
F -4.455 -1.572 3.279
H -4.526 -4.346 4.689
H -4.363 -2.695 5.306
H -5.293 -3.155 2.771
C -0.722 -1.177 0.785
C 0.163 -1.141 -0.471
O 0.346 0.281 -0.531
C 0.247 0.796 0.654
O 0.585 1.886 1.029
O -0.196 -0.137 1.517
F -0.541 -1.710 -1.481
H -0.574 -2.130 1.293
H -1.759 -1.037 0.479
H 1.029 -1.775 -0.282
C 1.013 -1.053 4.865
C -0.519 -0.994 5.032
O -0.776 0.403 5.185
C 0.250 1.069 4.709
O 0.161 2.275 4.439
O 1.292 0.254 4.423
F -0.673 -1.598 6.218
H 1.317 -1.751 4.085
H 1.490 -1.332 5.804
H -1.124 -1.426 4.236
C 3.406 2.822 -1.517
C 4.019 1.514 -1.053
O 4.915 1.309 -2.089
C 5.179 2.432 -2.743
O 5.819 2.515 -3.753
O 4.539 3.455 -2.164
F 3.071 0.627 -1.065
H 2.929 3.380 -0.711
H 2.645 2.520 -2.236
H 4.374 1.660 -0.033
C -4.990 -0.112 -3.228
O -6.290 -0.150 -2.682
C -7.261 -0.897 -3.394
O -7.155 -1.298 -4.577
O -8.318 -1.044 -2.638
C -9.630 -1.412 -3.069
H -4.501 -1.082 -3.145
H -4.336 0.675 -2.851
H -4.956 -0.016 -4.314
H -10.008 -0.472 -3.472
H -10.273 -1.807 -2.283
H -9.538 -2.106 -3.904
C 4.222 -2.951 4.401
O 3.061 -3.591 4.606
C 2.494 -4.329 3.638
O 2.694 -4.040 2.514
O 1.712 -5.189 4.158
C 1.027 -6.132 3.361
H 4.445 -2.656 3.376
H 4.996 -3.668 4.675
H 4.255 -2.036 4.992
H -0.013 -6.192 3.682
H 1.159 -7.196 3.556
H 1.057 -5.994 2.280
*
```